Run P
DFT (ωB97M-V/def2-TZVPD) results for one molecule with the formula CHNOS.

Summary:
Spin multiplicity: 1
Gap between HOMO and LUMO (alpha / beta), eV: 7.948 / 7.951

Each line ends with the Mulliken charge.
Element x y z (Å)
S1 -0.64 -2.46 -0.55  -0.237
O1 0.06 0.12 0.07  -0.157
N1 0.74 1.30 0.43  -0.456
C1 -0.17 -0.99 -0.39  0.664
H1 0.02 2.02 0.43  0.186

***

Run Q
DFT (ωB97M-V/def2-TZVPD) results for a 2-piece molecular cluster, CHNOS overall.

Summary:
Spin multiplicity: 1
Gap between HOMO and LUMO (alpha / beta), eV: 7.826 / 7.756

Each line ends with the Mulliken charge.
Element x y z (Å)
S1 -2.16 0.67 0.59  0.269
O1 -1.88 1.81 -0.34  -0.266
N1 2.38 -0.50 -0.05  -0.282
C1 1.35 -0.92 -0.05  0.139
H1 0.31 -1.05 -0.14  0.140

***

Run R
DFT (ωB97M-V/def2-TZVPD) results for a 2-piece molecular cluster, CHNOS overall.

Summary:
Spin multiplicity: 1
Gap between HOMO and LUMO (alpha / beta), eV: 7.759 / 7.811

Each line ends with the Mulliken charge.
Element x y z (Å)
S1 1.93 -0.63 -0.87  0.278
O1 1.74 0.15 0.35  -0.286
N1 -1.38 1.05 -0.47  -0.328
C1 -1.26 0.11 0.14  0.053
H1 -1.03 -0.68 0.85  0.283

***

Most stable = run R

***

Run P
DFT (ωB97M-V/def2-TZVPD) results for a 2-piece molecular cluster, CN2O3S overall.

Summary:
Spin multiplicity: 1
Gap between HOMO and LUMO (alpha / beta), eV: 6.458 / 7.807

Each line ends with the Mulliken charge.
Element x y z (Å)
S1 -1.65 -2.52 -0.42  -0.222
O1 1.61 -0.25 -0.21  -0.460
O2 1.00 1.67 0.24  -0.330
O3 -1.11 2.15 0.67  -0.449
N1 -0.17 1.53 0.40  0.787
N2 0.60 -0.91 -0.21  0.369
C1 -0.28 -1.66 -0.47  0.306

***

Run Q
DFT (ωB97M-V/def2-TZVPD) results for a 2-piece molecular cluster, CN2O3S overall.

Summary:
Spin multiplicity: 1
Gap between HOMO and LUMO (alpha / beta), eV: 7.515 / 7.157

Each line ends with the Mulliken charge.
Element x y z (Å)
S1 1.31 -0.79 0.45  0.071
O1 -0.04 1.86 0.23  -0.372
O2 2.01 2.12 0.79  -0.394
O3 -0.31 -0.81 0.02  -0.275
N1 -2.03 -2.30 -0.70  -0.400
N2 1.06 1.59 0.51  0.875
C1 -1.12 -1.68 -0.37  0.495

***

Most stable = run Q

***

Run P
DFT (ωB97M-V/def2-TZVPD) results for C3H3LiO3Rb as an isolated structure.

Summary:
Spin multiplicity: 2
Gap between HOMO and LUMO (alpha / beta), eV: 4.030 / 4.290
⟨S²⟩: 0.76

Each line ends with the Mulliken spin population.
Element x y z (Å)
Rb1 -0.24 -5.25 -2.97  -0.001
O1 -0.25 1.67 1.85  0.146
O2 -0.76 -1.74 -1.70  0.003
O3 0.58 -0.99 -0.10  0.015
C1 0.22 -1.99 -0.98  0.007
C2 -0.17 0.21 -0.10  0.124
C3 0.38 1.13 0.94  0.485
Li1 0.13 3.34 2.72  0.046
H1 -1.24 0.02 0.11  0.015
H2 -0.11 0.72 -1.08  0.008
H3 1.46 2.88 1.32  0.153

***

Run Q
DFT (ωB97M-V/def2-TZVPD) results for C3H3LiO3Rb as an isolated structure.

Summary:
Spin multiplicity: 2
Gap between HOMO and LUMO (alpha / beta), eV: 4.190 / 4.139
⟨S²⟩: 0.75

Each line ends with the Mulliken spin population.
Element x y z (Å)
Rb1 -1.98 -5.75 0.28  -0.001
O1 0.67 2.32 0.64  0.181
O2 -1.59 -2.02 -0.23  0.006
O3 0.38 -1.10 0.24  0.013
C1 -0.42 -2.22 0.15  0.002
C2 0.83 1.23 0.12  0.574
C3 -0.19 0.16 -0.08  0.140
Li1 1.56 4.01 0.35  -0.001
H1 2.34 2.78 -0.86  0.056
H2 -0.53 0.20 -1.13  0.005
H3 -1.07 0.38 0.55  0.025

***

Most stable = run Q

***

Run P
DFT (ωB97M-V/def2-TZVPD) results for an isolated ion of composition C4H11NPS and charge +1.

Summary:
Spin multiplicity: 1
Gap between HOMO and LUMO, eV: 8.497
Total charge: +1

Each line ends with the Mulliken charge.
Element x y z (Å)
S1 3.60 0.63 -0.38  -0.273
P1 1.91 -0.24 0.07  0.476
N1 -0.94 0.26 -0.06  0.063
C1 0.50 0.67 -0.18  -0.663
C2 2.22 -1.91 0.85  -1.057
C3 -1.56 0.21 -1.40  -0.892
C4 -1.58 1.25 0.82  -0.914
H1 -2.59 0.40 -1.23  0.423
H2 3.24 -1.81 0.78  0.332
H3 -1.18 0.96 -1.99  0.383
H4 -0.78 -0.71 0.14  0.372
H5 -2.04 1.97 0.33  0.428
H6 -2.36 0.82 1.31  0.486
H7 -1.49 -0.85 -1.94  0.300
H8 0.56 1.46 -0.79  0.370
H9 1.69 -2.02 1.72  0.426
H10 -0.90 1.57 1.63  0.320
H11 1.72 -2.65 0.32  0.420

***

Run Q
DFT (ωB97M-V/def2-TZVPD) results for an isolated ion of composition C4H11NPS and charge +1.

Summary:
Spin multiplicity: 1
Gap between HOMO and LUMO, eV: 9.382
Total charge: +1

Each line ends with the Mulliken charge.
Element x y z (Å)
S1 0.68 0.10 -2.08  -0.115
P1 -1.56 -1.46 1.32  -0.010
N1 1.28 1.44 0.20  -0.121
C1 -0.63 0.87 -0.99  -0.735
C2 0.00 0.77 0.42  -0.458
C3 0.13 -0.77 0.65  -0.577
C4 0.24 -1.51 -1.32  -0.558
H1 0.88 -1.30 1.08  0.662
H2 -0.81 1.93 -1.37  0.380
H3 1.17 2.45 0.16  0.348
H4 -0.76 1.16 1.14  0.256
H5 -1.54 0.31 -1.10  0.358
H6 1.89 1.26 1.16  0.414
H7 -1.03 -2.04 2.51  0.099
H8 -1.90 -0.12 1.83  0.066
H9 -0.76 -1.86 -1.55  0.364
H10 1.62 1.00 -0.69  0.256
H11 1.09 -2.22 -1.39  0.370

***

Most stable = run P